No. 1
2 unconnected molecules or ions with the total composition C2H2ClF2I in a non-equilibrium geometry, computed with ωB97M-V/def2-TZVPD.

Each atom is followed by the atoms it is bonded to, with distances in Å.
CARTESIAN COORDINATES (ANGSTROEM)
1 I 3.2822 0.1408 0.1114  no bonds
2 Cl 0.7706 -2.8315 0.6875  C6 1.688
3 F 0.7435 -1.9389 -1.6912  C6 1.284
4 F -1.4522 -0.6444 -0.2882  C5 1.374
5 C -0.1342 -0.3876 0.0041  F4 1.374, C6 1.518, H7 1.058, H8 1.200
6 C 0.6633 -1.5948 -0.4566  Cl2 1.688, F3 1.284, C5 1.518
7 H -0.1924 -0.1768 1.0390  C5 1.058
8 H 0.3289 0.6229 -0.4472  C5 1.200

Results
Frontier orbital gap (alpha / beta) ... 0.30588 / 0.23094 Eh
Max |F| ... 0.06247 hartree/bohr
Relative energy (zero: lowest compared OMol25 entry of this formula, charge and spin) ... 224.1 kJ/mol
DFT total energy ... -1034.9294 hartree
LUMO (alpha / beta) ... -1.3 / -2.8 eV

No. 2
A single C6H8N2S molecule in a non-equilibrium geometry, computed with ωB97M-V/def2-TZVPD.

Each atom is followed by the atoms it is bonded to, with distances in Å.
CARTESIAN COORDINATES (ANGSTROEM)
1 S 0.4309 -2.4002 -0.3910  C4 1.735
2 N -0.6026 2.6899 1.3414  C8 1.140
3 N 1.7252 0.7645 -1.2663  C9 1.363, H10 1.106, H15 0.982
4 C -0.2380 -1.9992 1.1586  S1 1.735, C5 1.348, H17 1.074
5 C -0.5828 -0.7165 1.3913  C4 1.348, C7 1.587, H11 1.103
6 C -1.1479 0.2059 -0.8907  C7 1.538, H13 1.125, H14 1.177, H16 1.114
7 C -0.1828 0.3609 0.2967  C5 1.587, C6 1.538, C8 1.450, C9 1.436
8 C -0.4674 1.6706 0.8499  N2 1.140, C7 1.450
9 C 1.2011 0.3314 -0.0849  N3 1.363, C7 1.436, H12 1.135
10 H 2.7955 0.5401 -1.4284  N3 1.106
11 H -1.1898 -0.2893 2.2067  C5 1.103
12 H 1.9008 0.0357 0.7585  C9 1.135
13 H -1.3238 1.1771 -1.4305  C6 1.125
14 H -0.8185 -0.6932 -1.5752  C6 1.177
15 H 1.3264 1.1756 -2.0641  N3 0.982
16 H -2.1951 -0.0268 -0.5911  C6 1.114
17 H -0.6315 -2.8266 1.7190  C4 1.074

Results
Frontier orbital gap (alpha / beta) ... 0.23919 / 0.23925 Eh
Max |F| ... 0.09951 hartree/bohr
Relative energy (zero: lowest compared OMol25 entry of this formula, charge and spin) ... 326.0 kJ/mol
DFT total energy ... -741.0009 hartree
LUMO (alpha / beta) ... -0.9 / -0.9 eV